[1]
108
Properties=species:S:1:pos:R:3:lowdin_charge:R:1 method="wB97M-V/def2-TZVPD" homo_lumo_gap_ev=9.55 de_lowest_ev=0.000 spin_multiplicity=1
C 8.069 12.583 13.764 -0.100
C 6.726 12.246 13.849 -0.113
C 6.310 11.056 14.434 -0.092
C 7.325 10.191 14.827 -0.093
C 8.688 10.533 14.821 -0.083
C 9.070 11.691 14.157 -0.079
H 8.332 13.518 13.231 0.111
H 6.005 12.977 13.472 0.105
H 5.280 10.822 14.587 0.093
H 7.064 9.204 15.220 0.100
H 9.454 9.885 15.208 0.078
H 10.108 11.901 14.121 0.075
C 12.991 8.080 13.864 -0.078
C 14.370 8.066 13.793 -0.108
C 15.053 9.225 13.451 -0.100
C 14.364 10.395 13.162 -0.081
C 12.955 10.453 13.185 -0.076
C 12.314 9.275 13.491 -0.094
H 12.557 7.139 14.099 0.089
H 14.866 7.160 13.944 0.080
H 16.125 9.198 13.333 0.097
H 14.977 11.237 12.845 0.091
H 12.357 11.289 12.859 0.083
H 11.235 9.184 13.432 0.091
C 8.858 9.788 10.515 -0.120
C 9.290 11.111 10.554 -0.081
C 10.620 11.409 10.225 -0.077
C 11.521 10.345 9.958 -0.093
C 11.054 9.013 9.933 -0.084
C 9.690 8.759 10.196 -0.106
H 7.892 9.471 10.801 0.090
H 8.530 11.855 10.811 0.097
H 11.052 12.388 10.165 0.062
H 12.573 10.613 9.630 0.111
H 11.786 8.237 9.706 0.099
H 9.237 7.760 10.180 0.106
C 13.158 15.715 10.489 -0.087
C 14.230 16.308 11.107 -0.101
C 15.351 15.560 11.408 -0.093
C 15.365 14.197 11.074 -0.096
C 14.268 13.608 10.434 -0.102
C 13.136 14.355 10.182 -0.093
H 12.280 16.313 10.186 0.106
H 14.311 17.384 11.240 0.107
H 16.247 15.968 11.809 0.076
H 16.179 13.532 11.277 0.090
H 14.255 12.530 10.072 0.115
H 12.245 13.944 9.706 0.081
C 10.109 15.056 7.376 -0.078
C 8.966 14.728 8.191 -0.067
C 8.369 15.765 8.950 -0.110
C 8.854 17.059 8.928 -0.116
C 9.933 17.334 8.113 -0.123
C 10.580 16.374 7.359 -0.104
H 10.584 14.318 6.760 0.091
H 8.517 13.703 8.186 0.107
H 7.478 15.557 9.516 0.090
H 8.271 17.875 9.391 0.112
H 10.263 18.394 8.117 0.112
H 11.404 16.643 6.752 0.090
C 16.572 17.455 14.260 -0.109
C 15.748 16.861 15.202 -0.072
C 14.732 17.650 15.850 -0.097
C 14.723 18.995 15.712 -0.105
C 15.588 19.599 14.814 -0.095
C 16.464 18.840 14.096 -0.108
H 17.364 17.001 13.730 0.083
H 15.773 15.749 15.404 0.115
H 13.992 17.117 16.448 0.098
H 14.027 19.504 16.371 0.105
H 15.754 20.610 14.612 0.085
H 17.180 19.264 13.380 0.109
C 12.745 12.620 18.328 -0.099
C 13.450 11.677 17.631 -0.104
C 12.820 10.544 17.120 -0.091
C 11.505 10.291 17.411 -0.105
C 10.717 11.271 18.042 -0.091
C 11.348 12.452 18.507 -0.085
H 13.217 13.497 18.783 0.102
H 14.518 11.837 17.444 0.110
H 13.371 9.802 16.577 0.093
H 10.953 9.399 17.138 0.096
H 9.626 11.209 18.196 0.103
H 10.657 13.069 19.043 0.084
C 7.108 14.052 17.275 -0.127
O 8.416 14.559 17.024 -0.148
H 7.042 12.971 17.347 0.075
H 6.620 14.408 18.143 0.069
H 6.622 14.232 16.337 0.067
H 9.015 13.858 16.646 0.102
C 10.721 17.507 18.206 -0.167
O 10.153 16.962 17.054 -0.120
H 10.832 18.585 18.095 0.076
H 10.132 17.494 19.111 0.071
H 11.695 17.043 18.461 0.081
H 9.523 16.245 17.172 0.044
C 13.024 14.348 14.028 -0.109
O 11.758 13.711 13.627 -0.136
H 13.469 14.073 14.997 0.072
H 13.764 13.905 13.398 0.046
H 13.050 15.396 13.938 0.051
H 11.091 14.197 14.108 0.013
C 9.441 16.747 13.400 -0.144
O 10.096 15.895 14.288 -0.133
H 9.254 16.226 12.446 0.082
H 8.494 17.037 13.800 0.069
H 10.062 17.633 13.204 0.089
H 10.335 16.385 15.073 0.047

---

[2]
113
Properties=species:S:1:pos:R:3:lowdin_charge:R:1 method="wB97M-V/def2-TZVPD" homo_lumo_gap_ev="6.79 / 6.79" charge=+1 de_lowest_ev=0.000 spin_multiplicity=1
Ti 0.481 -0.722 1.783 0.884
C 3.283 -3.143 2.710 -0.052
C 3.264 -2.249 3.954 -0.355
C 4.612 -1.558 4.151 -0.047
C 2.108 -1.265 3.920 -0.213
C 2.232 0.037 3.430 -0.053
C 1.161 0.936 3.480 -0.052
C -0.058 0.585 4.078 -0.271
C -1.183 1.571 4.148 0.000
C -0.185 -0.722 4.552 -0.024
C 0.862 -1.631 4.448 -0.013
H 4.147 -3.808 2.738 0.095
H 3.343 -2.540 1.801 0.061
H 2.388 -3.770 2.663 0.044
H 3.088 -2.889 4.823 0.143
H 4.903 -0.982 3.272 0.064
H 5.386 -2.306 4.318 0.091
H 4.595 -0.891 5.014 0.094
H 3.157 0.361 2.976 0.121
H 1.281 1.928 3.061 0.146
H -1.960 1.237 4.831 0.088
H -1.634 1.702 3.161 0.094
H -0.816 2.542 4.481 0.099
H -1.125 -1.041 4.983 0.130
H 0.722 -2.639 4.819 0.140
C -5.307 3.143 -1.132 -0.040
C -4.358 2.154 -1.823 -0.554
C -3.456 2.941 -2.775 -0.068
C -5.174 1.153 -2.655 -0.039
C -3.557 1.395 -0.764 -0.148
C -2.173 1.418 -0.733 0.053
C -1.493 0.709 0.257 -0.183
N -0.117 0.535 0.454 0.018
C 0.870 1.076 -0.392 -0.163
C 0.816 2.206 -1.189 0.035
C 1.905 2.545 -1.981 -0.149
C 3.048 1.756 -1.906 0.038
C 3.182 0.664 -1.046 -0.075
C 2.055 0.340 -0.289 -0.226
O 1.976 -0.647 0.645 -0.233
C 4.529 -0.051 -0.886 -0.523
C 5.032 0.171 0.548 -0.033
C 4.397 -1.558 -1.137 -0.034
C 5.586 0.492 -1.849 -0.059
C 1.810 3.775 -2.886 -0.553
C 0.629 3.602 -3.852 -0.038
C 1.584 5.025 -2.024 -0.041
C 3.078 3.987 -3.714 -0.062
C -2.209 -0.080 1.159 -0.284
O -1.403 -0.794 1.970 -0.265
C -3.609 -0.126 1.162 -0.078
C -4.241 0.640 0.195 0.031
C -4.384 -1.010 2.141 -0.524
C -4.038 -0.617 3.584 -0.033
C -4.024 -2.486 1.917 -0.032
C -5.896 -0.864 1.965 -0.058
H -5.886 3.690 -1.878 0.089
H -4.744 3.866 -0.539 0.092
H -6.010 2.636 -0.470 0.078
H -4.074 3.466 -3.505 0.091
H -2.779 2.286 -3.328 0.086
H -2.866 3.692 -2.244 0.087
H -5.755 1.680 -3.413 0.089
H -5.870 0.585 -2.036 0.079
H -4.512 0.446 -3.160 0.090
H -1.640 1.952 -1.498 0.076
H -0.044 2.857 -1.172 0.102
H 3.892 2.022 -2.522 0.086
H 4.335 -0.268 1.260 0.039
H 5.133 1.237 0.763 0.101
H 6.007 -0.302 0.685 0.095
H 3.790 -2.029 -0.368 0.042
H 5.384 -2.026 -1.116 0.093
H 3.950 -1.756 -2.114 0.099
H 5.789 1.550 -1.677 0.090
H 5.292 0.356 -2.891 0.095
H 6.519 -0.052 -1.693 0.090
H -0.321 3.505 -3.322 0.062
H 0.764 2.714 -4.472 0.095
H 0.553 4.470 -4.510 0.090
H 0.662 4.958 -1.444 0.077
H 1.512 5.910 -2.659 0.089
H 2.413 5.170 -1.329 0.092
H 3.280 3.136 -4.367 0.091
H 3.952 4.159 -3.083 0.089
H 2.951 4.867 -4.346 0.089
H -5.321 0.636 0.157 0.098
H -2.979 -0.773 3.778 0.049
H -4.612 -1.225 4.286 0.093
H -4.280 0.432 3.766 0.096
H -2.957 -2.661 2.057 0.053
H -4.308 -2.800 0.910 0.089
H -4.567 -3.113 2.627 0.093
H -6.225 0.161 2.140 0.093
H -6.402 -1.505 2.688 0.091
H -6.220 -1.170 0.969 0.090
C 1.379 -3.644 -0.696 -0.368
Te -0.016 -3.394 0.898 1.486
C -1.366 -2.796 -0.652 -0.343
C -0.805 -3.411 -1.910 -0.275
C -1.589 -3.551 -3.046 -0.031
C -1.058 -4.116 -4.196 -0.068
C 0.261 -4.549 -4.213 -0.068
C 1.052 -4.412 -3.081 -0.033
C 0.527 -3.842 -1.928 -0.278
H 2.042 -4.483 -0.502 0.074
H 1.954 -2.725 -0.741 0.024
H -1.386 -1.709 -0.693 0.062
H -2.366 -3.154 -0.424 0.057
H -2.622 -3.224 -3.029 0.119
H -1.677 -4.231 -5.075 0.109
H 0.672 -5.000 -5.106 0.109
H 2.079 -4.756 -3.092 0.118

---

[3]
118
Properties=species:S:1:pos:R:3:lowdin_charge:R:1 method="wB97M-V/def2-TZVPD" homo_lumo_gap_ev="6.07 / 6.01" s_squared=0.760 charge=+2 de_lowest_ev=2.625 spin_multiplicity=2
Pb -18.823 11.119 1.058 1.171
N -20.189 11.055 3.099 -0.032
C -21.024 9.871 2.969 -0.286
C -21.494 9.253 4.307 -0.168
C -20.289 8.828 5.127 -0.259
N -19.589 10.031 5.623 -0.022
H -19.499 10.857 3.847 0.061
H -20.763 11.897 3.116 0.070
H -20.537 9.048 2.429 0.071
H -21.900 9.986 2.353 0.101
H -22.177 8.374 4.062 0.113
H -22.171 9.938 4.865 0.127
H -19.573 8.105 4.657 0.124
H -20.594 8.286 6.049 0.118
H -18.862 9.795 6.248 0.059
H -20.269 10.655 6.181 0.130
C -13.325 15.408 1.338 -0.051
C -13.256 14.035 1.094 -0.054
C -14.318 13.200 1.403 -0.130
C -15.452 13.751 1.936 -0.376
C -15.529 15.148 2.158 -0.066
C -14.475 16.019 1.841 -0.026
P -16.755 12.601 2.494 1.072
C -17.554 13.324 4.044 -0.304
C -17.015 13.283 5.358 -0.049
C -17.722 13.842 6.416 -0.060
C -18.947 14.413 6.173 -0.063
C -19.509 14.482 4.893 -0.063
C -18.776 13.998 3.839 -0.156
C -16.013 11.066 3.217 -0.320
C -14.911 11.288 3.972 -0.114
C -14.474 10.265 4.873 -0.046
C -15.047 9.004 4.820 0.014
C -16.095 8.728 3.810 -0.123
C -16.501 7.385 3.497 -0.001
C -17.473 7.148 2.592 -0.036
C -18.012 8.224 1.825 -0.104
C -17.684 9.533 2.081 -0.306
C -16.627 9.782 2.997 -0.202
H -12.422 15.964 1.125 0.115
H -12.332 13.607 0.798 0.105
H -14.164 12.113 1.440 0.116
H -16.424 15.410 2.596 0.062
H -14.469 17.069 2.066 0.112
H -16.069 12.830 5.513 0.080
H -17.181 13.852 7.379 0.130
H -19.581 14.723 7.006 0.120
H -20.482 14.915 4.775 0.108
H -19.004 14.111 2.800 0.042
H -14.577 12.305 4.124 0.109
H -13.614 10.459 5.539 0.123
H -14.705 8.089 5.429 0.147
H -16.066 6.630 4.127 0.120
H -17.561 6.152 2.306 0.065
H -18.903 8.076 1.211 0.065
N -19.741 6.660 -0.900 0.092
C -19.080 5.676 -0.201 -0.274
C -17.685 5.566 -0.456 -0.050
C -16.902 4.582 0.115 -0.080
C -17.518 3.808 1.118 -0.104
C -18.813 4.056 1.518 -0.073
C -19.637 5.004 0.921 -0.151
C -21.033 5.327 1.370 -0.152
C -21.964 4.252 1.728 0.009
C -23.237 4.592 2.145 -0.092
C -23.572 5.903 2.451 -0.069
C -22.692 6.942 2.046 -0.115
C -21.458 6.660 1.444 0.094
H -19.473 6.741 -1.848 0.083
H -20.739 6.831 -0.743 0.081
H -17.174 6.291 -1.174 0.134
H -15.858 4.523 0.024 0.093
H -16.867 3.144 1.743 0.123
H -19.094 3.522 2.446 0.132
H -21.734 3.213 1.578 0.116
H -23.980 3.858 2.473 0.118
H -24.531 6.047 3.018 0.130
H -23.056 7.903 2.165 0.055
C -16.148 11.575 -1.201 -0.237
Si -17.180 12.941 -1.908 0.353
C -17.279 12.527 -3.708 -0.186
C -16.497 14.620 -1.481 -0.184
Ge -19.416 12.770 -0.827 0.546
Si -20.474 14.689 0.135 0.291
C -21.496 14.112 1.592 -0.209
C -19.378 16.115 0.499 -0.223
C -21.520 15.078 -1.381 -0.224
Si -20.980 11.209 -1.900 0.293
C -20.227 9.542 -1.623 -0.281
C -20.999 11.554 -3.743 -0.200
C -22.674 11.236 -1.099 -0.195
H -15.161 11.692 -1.675 0.060
H -16.555 10.558 -1.354 0.044
H -15.994 11.614 -0.115 -0.023
H -17.685 11.510 -3.933 0.060
H -16.237 12.500 -4.016 0.053
H -17.820 13.227 -4.180 -0.014
H -15.397 14.553 -1.513 0.055
H -16.829 14.962 -0.524 -0.006
H -16.751 15.298 -2.264 0.032
H -20.958 13.755 2.514 -0.002
H -22.076 13.288 1.120 0.026
H -22.183 14.873 1.971 0.050
H -18.511 16.019 1.189 0.021
H -19.957 16.926 1.004 0.059
H -18.961 16.504 -0.490 0.064
H -22.085 16.049 -1.315 0.067
H -22.342 14.382 -1.603 0.029
H -20.886 15.222 -2.235 0.022
H -19.266 9.224 -1.985 0.031
H -21.043 8.836 -2.015 0.074
H -20.358 9.190 -0.544 0.006
H -20.083 11.521 -4.243 -0.016
H -21.385 12.603 -3.919 0.057
H -21.682 10.811 -4.234 0.062
H -22.605 10.671 -0.191 0.003
H -23.475 10.806 -1.867 0.106
H -23.032 12.218 -0.848 -0.002

---

[4]
126
Properties=species:S:1:pos:R:3:lowdin_charge:R:1 method="wB97M-V/def2-TZVPD" homo_lumo_gap_ev="5.21 / 5.21" de_lowest_ev=2.513 spin_multiplicity=1
Ti -0.005 0.241 0.001 0.374
C -0.174 -4.077 3.113 -0.068
C 1.298 -3.697 3.273 -0.523
C 1.442 -2.397 4.054 -0.023
C 1.991 -4.838 4.026 -0.052
N 1.976 -3.526 1.931 0.029
C 3.307 -3.878 1.742 -0.034
C 3.622 -3.599 0.468 -0.044
N 2.501 -3.073 -0.137 0.019
B 2.516 -2.743 -1.641 -0.580
N 2.991 -1.306 -2.002 0.021
C 3.560 -1.114 -3.246 -0.055
C 4.112 0.106 -3.265 -0.048
N 3.878 0.691 -2.023 0.023
C 3.183 -0.202 -1.254 -0.607
S 2.557 0.002 0.336 0.694
C 4.586 1.973 -1.669 -0.529
C 4.087 2.610 -0.377 -0.077
C 6.076 1.644 -1.533 -0.023
C 4.369 2.982 -2.800 -0.027
N 1.155 -3.124 -2.293 0.024
C 0.902 -4.453 -2.568 -0.043
C -0.204 -4.519 -3.321 -0.037
N -0.668 -3.220 -3.498 0.022
C 0.182 -2.370 -2.838 -0.633
S 0.022 -0.672 -2.644 0.758
C -1.695 -2.868 -4.539 -0.535
C -0.999 -2.102 -5.667 -0.032
C -2.842 -2.054 -3.944 -0.039
C -2.283 -4.158 -5.104 -0.057
C 1.505 -2.991 0.772 -0.622
S -0.067 -2.362 0.447 0.714
H -0.560 -4.360 4.093 0.092
H -0.288 -4.927 2.434 0.097
H -0.770 -3.254 2.734 0.001
H 0.967 -2.495 5.033 0.101
H 0.966 -1.577 3.520 0.001
H 2.499 -2.147 4.195 0.094
H 1.394 -5.076 4.906 0.090
H 2.987 -4.564 4.377 0.077
H 2.064 -5.737 3.407 0.094
H 3.921 -4.291 2.521 0.116
H 4.544 -3.751 -0.072 0.127
H 3.343 -3.470 -2.139 0.126
H 3.508 -1.868 -4.015 0.130
H 4.652 0.600 -4.051 0.117
H 4.333 2.013 0.498 0.057
H 3.009 2.763 -0.388 0.050
H 4.578 3.582 -0.285 0.095
H 6.243 1.012 -0.658 0.094
H 6.645 2.566 -1.407 0.092
H 6.454 1.123 -2.415 0.081
H 3.306 3.202 -2.918 0.064
H 4.767 2.642 -3.758 0.075
H 4.879 3.910 -2.543 0.094
H 1.540 -5.241 -2.200 0.131
H -0.709 -5.382 -3.712 0.112
H -0.567 -1.173 -5.293 0.050
H -1.719 -1.862 -6.452 0.091
H -0.201 -2.712 -6.100 0.092
H -2.478 -1.143 -3.481 0.025
H -3.377 -2.639 -3.193 0.089
H -3.537 -1.791 -4.745 0.095
H -1.541 -4.744 -5.651 0.088
H -3.075 -3.886 -5.801 0.093
H -2.725 -4.774 -4.318 0.092
O 0.606 1.972 -1.014 -0.668
S 0.507 3.153 -1.964 1.024
C -1.231 3.694 -1.977 -0.276
C -1.642 3.811 -3.438 -0.214
C -1.032 2.591 -4.127 -0.226
C 0.431 2.575 -3.696 -0.320
H -1.315 4.616 -1.407 0.072
H -1.750 2.895 -1.446 0.081
H -1.226 4.726 -3.869 0.117
H -2.726 3.856 -3.539 0.121
H -1.126 2.627 -5.214 0.119
H -1.522 1.683 -3.779 0.088
H 1.028 3.298 -4.257 0.092
H 0.912 1.597 -3.733 0.041
S 0.003 0.492 2.335 0.214
Sb -1.930 1.935 2.523 1.209
C -1.747 2.430 4.625 -0.365
C -1.308 3.703 5.005 -0.133
C -1.244 4.067 6.346 -0.100
C -1.611 3.161 7.333 -0.111
C -2.042 1.892 6.971 -0.100
C -2.111 1.529 5.629 -0.126
C -0.398 3.750 2.004 -0.367
C -0.931 4.778 1.231 -0.202
C -0.140 5.808 0.712 -0.142
C 1.226 5.825 0.964 -0.126
C 1.785 4.822 1.751 -0.116
C 0.983 3.798 2.255 -0.158
C -3.225 0.036 3.130 -0.376
C -2.742 -1.278 3.189 -0.179
C -3.593 -2.366 3.401 -0.108
C -4.956 -2.154 3.559 -0.120
C -5.457 -0.857 3.511 -0.112
C -4.596 0.218 3.298 -0.171
H -1.013 4.414 4.243 0.076
H -0.904 5.061 6.620 0.096
H -1.561 3.442 8.379 0.093
H -2.329 1.180 7.737 0.095
H -2.454 0.537 5.364 0.078
H -2.009 4.779 1.037 0.079
H -0.589 6.609 0.125 0.093
H 1.848 6.614 0.553 0.090
H 2.850 4.845 1.978 0.093
H 1.446 3.031 2.867 0.073
H -1.678 -1.454 3.055 0.017
H -3.192 -3.378 3.438 0.087
H -5.628 -2.990 3.717 0.090
H -6.522 -0.688 3.641 0.091
H -5.007 1.229 3.262 0.087
C -4.054 1.134 -0.677 -0.043
C -2.845 0.261 -0.981 -0.494
C -3.144 -1.197 -0.687 -0.060
O -1.693 0.692 -0.239 -0.426
H -4.829 0.938 -1.424 0.086
H -3.790 2.193 -0.702 0.068
H -4.449 0.908 0.315 0.072
H -2.602 0.369 -2.039 0.084
H -4.096 -1.484 -1.136 0.089
H -3.212 -1.336 0.393 0.081
H -2.353 -1.845 -1.075 0.030